Entry 1:
This record from the OMol25 dataset describes 2 unconnected molecules or ions with the total composition C2H3F2S. The level of theory is ωB97M-V/def2-TZVPD.

Summary:
- energy above the lowest of the compared OMol25 structures with the same formula, charge and spin (kcal per mole) = 9.1
- 2S+1 = 2
- E_LUMO (alpha / beta) (Eh) = -0.026 / -0.026
- Kohn-Sham gap (alpha / beta) (eV) = 7.98 / 9.63

Last column: Löwdin spin population.
CARTESIAN COORDINATES (ANGSTROEM)
S: 0.42358 -2.41242 0.55354  0.00
C: 1.20143 -1.18284 -0.11618  0.02
F: 1.42415 -1.03220 -1.38917  0.00
F: 1.30188 0.13105 0.45575  0.04
C: -1.02626 1.08504 0.13646  0.79
H: -1.56743 0.53041 -0.63125  0.05
H: -0.43481 1.94181 -0.18470  0.05
H: -1.32254 0.93916 1.17556  0.05

***

Entry 2:
This record from the OMol25 dataset describes a molecular structure, C29H17BrCl3N6OPtS. The level of theory is ωB97M-V/def2-TZVPD.

Summary:
- energy above the lowest of the compared OMol25 structures with the same formula, charge and spin (kcal per mole) = 0.0
- 2S+1 = 2
- E_LUMO (alpha / beta) (Eh) = -0.265 / -0.257
- Kohn-Sham gap (alpha / beta) (eV) = 5.94 / 6.16
- charge = +2

Last column: Löwdin spin population.
CARTESIAN COORDINATES (ANGSTROEM)
Pt: -0.10731 -0.09561 -0.14800  0.73
Br: -2.91546 0.36333 0.11968  0.04
C: -3.27812 -1.27336 -0.82730  0.00
C: -4.59846 -1.66299 -0.93490  0.00
C: -4.92025 -2.83337 -1.61744  0.00
C: -3.92242 -3.60777 -2.16435  0.00
C: -2.57261 -3.22034 -2.06703  0.00
C: -1.56180 -4.00743 -2.65517  0.00
C: -0.24168 -3.61997 -2.60244  0.00
C: 0.10401 -2.42619 -1.97251  -0.01
C: -0.84516 -1.62642 -1.33329  -0.04
C: -2.21398 -2.01294 -1.38740  -0.01
H: -5.38119 -1.06549 -0.49731  0.00
H: -5.95070 -3.12965 -1.72206  0.00
H: -4.15811 -4.53051 -2.67542  0.00
H: -1.85046 -4.90738 -3.17803  0.00
H: 0.52009 -4.22521 -3.06894  0.00
H: 1.14519 -2.12648 -1.97914  0.00
S: 5.59474 -3.87341 3.49179  0.00
N: 5.58642 -2.92429 2.15704  0.00
C: 4.37725 -2.43712 1.96838  0.00
C: 3.96285 -1.57570 0.91483  0.00
C: 4.80610 -1.13045 -0.09304  0.00
C: 4.30502 -0.28858 -1.08331  0.00
C: 2.97192 0.09377 -1.00839  0.01
N: 2.15395 -0.33896 -0.06967  0.09
C: 2.58085 -1.17336 0.91363  0.01
C: 1.66732 -1.61272 1.89612  0.01
N: 0.37043 -1.19575 1.84128  0.08
C: -0.49484 -1.58853 2.75975  0.00
C: -0.16830 -2.44282 3.80701  0.00
C: 1.14027 -2.90257 3.90450  0.00
C: 2.07480 -2.49285 2.96216  0.00
C: 3.43839 -2.89279 2.98090  0.00
N: 4.01431 -3.69193 3.85970  0.00
H: 5.84011 -1.44184 -0.08910  0.00
H: 4.93482 0.06783 -1.88020  0.00
H: 2.54355 0.78252 -1.72585  0.00
H: -1.50598 -1.21304 2.67493  0.00
H: -0.91393 -2.73323 4.52747  0.00
H: 1.44631 -3.56362 4.70141  0.00
O: 0.50574 1.48095 -1.88651  0.05
N: 0.07623 2.15777 -2.90306  0.00
C: -0.15286 1.54501 -4.07999  0.01
C: -0.49740 2.26191 -5.20416  0.00
C: -0.62424 3.64300 -5.13183  0.01
C: -0.39550 4.25669 -3.90636  0.00
C: -0.05512 3.49528 -2.81065  0.01
H: -0.02869 0.47335 -4.07896  0.00
H: -0.64674 1.74204 -6.13584  0.00
H: -0.88878 4.22299 -6.00199  0.00
H: -0.46382 5.32810 -3.80314  0.00
H: 0.14696 3.91804 -1.83816  0.00
Cl: 1.32648 3.04050 4.09088  0.00
C: 0.91311 3.76654 2.50433  0.00
Cl: -0.41764 4.95042 2.68098  0.00
Cl: 2.35401 4.52466 1.76571  0.00
C: 0.46675 2.70570 1.65358  0.00
N: 0.09853 1.84715 0.98959  0.00

***

Entry 3:
This record from the OMol25 dataset describes 2 unconnected molecules or ions with the total composition C4H10O5S. The level of theory is ωB97M-V/def2-TZVPD.

Summary:
- energy above the lowest of the compared OMol25 structures with the same formula, charge and spin (kcal per mole) = 52.0
- 2S+1 = 3
- E_LUMO (alpha / beta) (Eh) = 0.033 / -0.130
- Kohn-Sham gap (alpha / beta) (eV) = 5.98 / 7.26

Last column: Löwdin spin population.
CARTESIAN COORDINATES (ANGSTROEM)
C: -2.28540 2.25180 -1.34703  0.00
C: -0.87355 1.70859 -1.04601  0.03
C: -0.66776 1.60389 0.45758  0.02
C: 1.97082 -3.60524 0.20001  0.01
O: 0.06306 -1.18057 0.95386  0.35
O: 2.24323 -0.32985 1.70239  0.31
O: 2.63594 -2.61110 0.14260  0.04
O: 0.84305 -3.73925 0.75754  0.01
O: 0.65929 1.23500 0.72499  0.33
S: 1.14196 -0.36005 0.44641  0.86
H: -2.86287 2.17310 -0.40275  0.00
H: -2.26319 3.27346 -1.62677  0.00
H: -2.78740 1.66272 -2.18054  0.00
H: -0.28707 2.27849 -1.73375  0.00
H: -0.76290 0.77577 -1.51577  0.02
H: -0.80662 2.50968 0.87071  0.01
H: -1.36634 0.77255 0.96740  0.00
H: 2.27357 -4.52846 -0.16149  0.00
H: 2.68090 -1.12021 1.84387  0.01
H: 0.45129 -2.77036 0.94675  0.00

***

Entry 4:
This record from the OMol25 dataset describes 2 unconnected molecules or ions with the total composition C5H9N3O2. The level of theory is ωB97M-V/def2-TZVPD.

Summary:
- energy above the lowest of the compared OMol25 structures with the same formula, charge and spin (kcal per mole) = 243.4
- E_LUMO (Eh) = -0.003
- Kohn-Sham gap (eV) = 7.71

Last column: Mulliken charge in e.
CARTESIAN COORDINATES (ANGSTROEM)
C: -1.28514 0.59169 0.44928  -0.32
C: -1.93941 -0.35071 1.04385  -0.30
C: 1.10846 0.14176 1.01689  -0.34
C: -2.82759 -0.64029 -1.09950  -0.91
C: 1.57399 -0.44940 -0.26436  -0.07
N: -1.57593 -0.70732 -0.39671  -0.27
N: 1.73144 1.21495 1.40542  -0.31
N: 2.93695 -0.15103 -0.48657  0.84
O: 3.22516 1.02626 -0.71887  -0.59
O: 3.76064 -1.10984 -0.33750  -0.57
H: -1.11158 1.57355 0.00752  0.41
H: -2.37655 -0.90983 1.78106  0.51
H: -3.13764 0.34183 -1.30012  0.35
H: -3.62716 -1.22526 -0.55168  0.24
H: -2.66931 -1.15124 -2.03013  0.30
H: 0.98227 0.00330 -1.15162  0.25
H: 1.33686 -1.63915 -0.25185  0.29
H: 1.24980 1.84567 1.97947  0.25
H: 2.64474 1.59509 0.90543  0.24

***

Entry 5:
This record from the OMol25 dataset describes C5H8O in the gas phase. The level of theory is ωB97M-V/def2-TZVPD.

Summary:
- energy above the lowest of the compared OMol25 structures with the same formula, charge and spin (kcal per mole) = 97.2
- E_LUMO (Eh) = -0.022
- Kohn-Sham gap (eV) = 7.66

Last column: Mulliken charge in e.
CARTESIAN COORDINATES (ANGSTROEM)
C: -0.40553 -2.26168 -0.54818  -1.05
C: 0.42272 -1.44550 0.39208  -0.10
C: 0.58271 -0.09643 0.36854  -0.10
C: 0.22923 0.74774 -0.75847  -0.47
C: 0.01951 2.17261 -0.38412  -0.28
O: 0.01292 2.57935 0.99536  -0.54
H: 0.10501 -3.19362 -0.83068  0.29
H: -1.32442 -2.55614 -0.00897  0.28
H: -0.68004 -1.66171 -1.42507  0.37
H: 1.01682 0.34008 1.27558  0.36
H: 0.83819 -1.96815 1.25939  0.33
H: -0.92250 2.48169 -0.88146  0.30
H: 0.80414 2.77490 -0.88127  0.29
H: -0.69878 2.08685 1.42728  0.32